The following is a DFT calculation (ωB97M-V/def2-TZVPD) of C14H19Br4NO2S2Sc as an isolated structure in a non-equilibrium geometry.

Its spin multiplicity is 1. The total charge is +1. As for the total energy: -342947.8154 eV. The calculation puts the LUMO energy at -4.5105 eV. The HOMO energy is -0.370 hartree.

Positions of all 43 atoms, in Å:
Sc -0.215 0.407 0.019
S -0.743 -0.498 -2.604
S -0.776 -0.816 2.497
C -0.666 1.199 -3.318
C -2.525 -0.705 -2.498
C -3.135 -0.087 -1.258
N -2.334 -0.471 -0.039
C -3.141 -0.147 1.198
C -2.571 -0.876 2.396
H -2.710 -1.803 -2.541
H -2.969 -0.262 -3.416
H -4.160 -0.433 -1.149
H -3.150 0.984 -1.306
H -4.174 -0.444 1.048
H -3.115 0.917 1.320
H -2.835 -1.959 2.376
H -2.980 -0.456 3.341
C -0.556 0.715 3.493
H -2.267 -1.503 -0.066
H -1.193 1.526 3.112
H 0.504 0.988 3.414
H -0.810 0.485 4.538
H 0.385 1.508 -3.273
H -1.296 1.896 -2.747
H -1.002 1.149 -4.364
C 1.164 -2.471 -0.124
C -0.023 -3.058 -0.196
H 1.690 -2.256 0.815
H 1.734 -2.124 -0.990
H -0.625 -3.237 0.711
H -0.568 -3.113 -1.149
Br 6.412 2.051 -1.572
C 4.860 1.610 -0.622
C 4.875 1.480 0.785
Br 6.450 1.740 1.758
C 3.734 1.125 1.504
Br 3.602 0.827 3.363
C 2.546 0.930 0.768
O 1.426 0.525 1.326
C 2.546 1.063 -0.662
O 1.391 0.756 -1.261
C 3.700 1.391 -1.372
Br 3.522 1.448 -3.253

Atomic forces in eV per Å
3.4794 -1.3412 -0.1591
0.2942 0.9289 0.2557
0.3269 0.9602 -0.0926
0.0309 -0.2804 -0.2031
-0.4642 -0.3970 -0.9092
0.5285 -0.8315 0.4014
-1.4651 -0.2507 0.0052
0.6188 -0.8212 -0.5329
-0.5193 -0.5616 0.8848
0.0240 0.6964 0.0915
0.1322 -0.3872 0.5951
-0.1706 0.0288 0.0356
-0.0335 0.7123 -0.1267
-0.2243 0.0242 -0.0213
-0.0123 0.7440 0.1995
0.0436 0.7377 -0.0483
0.1389 -0.3710 -0.6110
0.0366 -0.2236 0.1713
0.1874 0.5381 0.0199
0.1983 -0.2263 0.1475
-0.3379 -0.1137 -0.0140
0.0239 0.1221 -0.3827
-0.3251 -0.1291 0.0387
0.1833 -0.1569 -0.2048
0.0617 0.0513 0.4041
0.9052 0.6209 0.2392
-1.1818 1.1653 0.1196
-0.4091 -0.3299 -0.1661
-0.3160 -0.3266 -0.0554
0.5423 -0.4005 -0.4233
0.4237 -0.4390 0.2930
0.2839 0.0866 0.0461
0.0370 -0.0382 0.0773
0.0520 -0.0047 -0.2447
0.3337 0.0975 0.0153
-1.1704 -0.0980 -1.2282
0.2798 0.1392 -0.2196
1.6856 0.2296 -0.9877
-2.4183 0.0908 -0.8644
0.2550 -0.2835 0.9943
-1.7473 0.1320 1.1458
-0.6183 -0.1830 1.0236
0.3065 0.0888 0.2907

Taken from the Mulliken analysis, the atomic charges in e are:
1. Sc 0.59
2. S 0.02
3. S 0.03
4. C -0.74
5. C -0.69
6. C -0.79
7. N -0.13
8. C -0.73
9. C -0.71
10. H 0.37
11. H 0.48
12. H 0.47
13. H 0.44
14. H 0.47
15. H 0.42
16. H 0.38
17. H 0.47
18. C -0.75
19. H 0.13
20. H 0.27
21. H 0.14
22. H 0.39
23. H 0.15
24. H 0.25
25. H 0.40
26. C -0.48
27. C -0.53
28. H 0.23
29. H 0.24
30. H 0.34
31. H 0.37
32. Br -0.15
33. C 0.44
34. C 0.37
35. Br -0.15
36. C -0.32
37. Br -0.14
38. C 0.24
39. O -0.23
40. C 0.18
41. O -0.27
42. C -0.33
43. Br -0.14